Formula: C22H25FN2O4
Source: the OMol25 dataset
Level of theory: ωB97M-V/def2-TZVPD

CARTESIAN COORDINATES (ANGSTROEM)
C  -4.454  -0.899  1.991
H  -5.440  -0.475  2.211
O  -4.189  -0.867  0.604
C  -4.359  0.388  0.000
C  -3.284  1.418  0.398
N  -1.965  0.858  0.235
C  -1.262  0.402  1.291
O  -1.556  0.635  2.444
C  -0.019  -0.429  0.932
C  -0.428  -1.609  0.106
C  -0.901  -2.772  0.695
C  -1.322  -3.832  -0.089
C  -1.278  -3.739  -1.471
C  -0.815  -2.583  -2.067
C  -0.391  -1.513  -1.284
C  0.078  -0.280  -1.967
O  -0.118  -0.082  -3.156
N  0.711  0.634  -1.183
C  1.048  0.412  0.208
C  2.405  -0.246  0.368
C  2.909  -1.129  -0.578
C  4.139  -1.736  -0.393
C  4.857  -1.449  0.752
C  4.381  -0.573  1.712
C  3.152  0.025  1.509
H  2.765  0.714  2.246
H  4.969  -0.369  2.592
F  6.058  -2.035  0.938
H  4.540  -2.422  -1.122
H  2.346  -1.347  -1.473
H  1.080  1.396  0.689
C  1.280  1.811  -1.804
C  0.650  3.113  -1.289
O  1.068  3.498  0.002
C  2.346  4.083  0.060
H  2.418  4.938  -0.623
H  3.141  3.369  -0.182
H  2.477  4.427  1.084
H  -0.433  2.984  -1.213
H  0.864  3.917  -2.006
H  2.362  1.822  -1.638
H  1.084  1.723  -2.875
H  -0.776  -2.478  -3.141
H  -1.608  -4.566  -2.081
H  -1.690  -4.732  0.380
H  -0.942  -2.840  1.772
H  0.397  -0.762  1.888
H  -1.740  0.515  -0.686
H  -3.393  2.309  -0.225
H  -3.383  1.698  1.449
H  -5.352  0.803  0.227
H  -4.293  0.190  -1.075
H  -4.442  -1.951  2.271
H  -3.692  -0.366  2.567

energy relative to the best compared isomer or geometry (same formula, charge and spin) = 0.108 eV
molar mass = 400.4 g/mol
HOMO energy = -9.04 eV
LUMO = 0.5 eV
SMILES string = COCCNC(=O)[C@H]1c2ccccc2C(=O)N(CCOC)[C@@H]1c1ccc(F)cc1
charge = 0

Formula: C3H12NO
Source: the OMol25 dataset
Level of theory: ωB97M-V/def2-TZVPD

CARTESIAN COORDINATES (ANGSTROEM)
C  -1.976  -1.007  -0.477
N  -0.885  -0.861  -1.578
H  -2.519  -0.027  -0.414
H  -1.375  -1.237  0.368
H  -2.585  -1.945  -0.586
H  -1.396  -0.511  -2.386
H  -0.379  -0.030  -1.261
H  -0.426  -1.665  -1.783
C  1.377  1.339  0.804
O  0.666  1.276  -0.496
C  1.354  -0.011  1.552
H  0.828  2.081  1.389
H  2.390  1.664  0.502
H  0.778  2.096  -1.009
H  1.415  -0.895  0.987
H  0.385  -0.191  2.172
H  2.350  -0.075  2.216

2S+1 = 2
energy relative to the best compared isomer or geometry (same formula, charge and spin) = 1.063 eV
molar mass = 78.1 g/mol
HOMO energy (alpha / beta) = -21.99 / -21.98 eV
LUMO (alpha / beta) = -7.9 / -14.9 eV
charge = +2

Formula: C4H20N2O8
Source: the OMol25 dataset
Level of theory: ωB97M-V/def2-TZVPD

CARTESIAN COORDINATES (ANGSTROEM)
C  0.453  -0.970  1.992
C  -0.686  -0.337  1.206
C  -1.229  0.877  1.932
O  -0.797  1.273  3.031
N  1.759  -0.394  1.592
C  2.514  -0.882  0.466
N  1.930  -1.703  -0.468
O  3.658  -0.571  0.374
H  0.163  -0.820  3.128
H  0.589  -2.079  1.840
H  -1.602  -0.899  1.053
H  -0.331  -0.239  0.204
H  -2.171  1.309  1.480
H  2.032  0.481  2.010
H  1.072  -2.145  -0.341
H  2.601  -2.353  -0.862
H  -2.346  1.386  -0.846
H  -3.579  0.888  -1.526
O  -2.792  1.200  -1.553
H  0.987  -1.459  -2.438
H  -0.225  -0.350  -2.738
O  0.139  -1.108  -2.273
H  1.405  2.123  1.631
H  2.617  2.207  0.953
O  1.699  2.498  0.755
H  0.118  2.990  -0.051
H  -0.072  1.493  -0.253
O  -0.605  2.230  -0.193
H  -0.414  1.600  -3.092
H  -1.924  1.409  -2.924
O  -1.126  1.158  -3.478
H  -1.524  -3.615  0.076
H  -1.266  -2.388  -0.789
O  -1.046  -2.812  0.103

2S+1 = 2
molar mass = 224.2 g/mol
HOMO energy (alpha / beta) = -13.77 / -13.77 eV
LUMO (alpha / beta) = -3.3 / -8.8 eV
charge = +1

Formula: C58H43AuF9N2O3PSSb
Source: the OMol25 dataset
Level of theory: ωB97M-V/def2-TZVPD

CARTESIAN COORDINATES (ANGSTROEM)
Au  -0.682  0.044  0.364
O  1.771  0.010  0.402
C  2.694  -1.065  0.325
C  1.900  -2.312  0.575
O  2.319  -3.542  0.438
O  0.621  -2.222  0.883
C  3.466  -1.058  -1.000
C  3.710  0.159  -1.634
C  4.481  0.208  -2.785
C  5.033  -0.947  -3.310
C  4.781  -2.160  -2.693
C  4.010  -2.214  -1.543
C  3.735  -0.935  1.456
C  4.627  -1.962  1.730
C  5.558  -1.809  2.743
C  5.612  -0.631  3.471
C  4.721  0.390  3.195
C  3.781  0.240  2.191
H  1.975  0.646  -0.306
H  3.331  1.099  -1.252
H  4.657  1.163  -3.259
H  5.673  -0.899  -4.178
H  5.191  -3.075  -3.090
H  3.851  -3.172  -1.081
H  4.598  -2.879  1.163
H  6.244  -2.612  2.959
H  6.351  -0.506  4.247
H  4.758  1.314  3.752
H  3.077  1.033  1.990
C  4.232  5.066  -0.850
C  2.753  4.922  -0.788
C  1.902  5.997  -0.523
C  0.564  5.708  -0.340
N  0.066  4.485  -0.489
C  0.940  3.564  -0.903
S  0.304  2.067  -1.460
N  2.250  3.714  -0.993
H  4.530  6.077  -0.590
H  4.579  4.828  -1.854
H  4.702  4.349  -0.178
H  2.281  7.000  -0.429
H  -0.135  6.486  -0.072
F  -7.811  -2.876  2.626
C  -7.055  -3.879  2.158
F  -6.795  -4.687  3.192
F  -7.824  -4.576  1.307
C  -5.800  -3.381  1.492
C  -5.788  -2.117  0.917
C  -4.641  -1.655  0.305
C  -3.518  -2.476  0.229
C  -3.548  -3.752  0.783
C  -4.687  -4.206  1.421
P  -1.991  -1.795  -0.494
C  -2.476  -1.254  -2.157
C  -3.679  -1.593  -2.769
C  -4.031  -1.000  -3.968
C  -3.178  -0.076  -4.558
C  -1.955  0.236  -3.978
C  -1.613  -0.356  -2.781
C  -3.625  0.607  -5.823
F  -4.745  1.325  -5.616
F  -3.903  -0.264  -6.800
F  -2.713  1.457  -6.305
C  -0.874  -3.188  -0.694
C  -0.512  -3.670  -1.928
C  0.499  -4.639  -2.079
C  1.225  -5.079  -1.011
C  1.150  -4.430  0.320
C  -0.038  -3.468  0.525
C  2.265  -6.144  -1.158
F  2.261  -6.990  -0.112
F  2.086  -6.883  -2.254
F  3.525  -5.656  -1.221
H  -6.670  -1.501  0.958
H  -4.611  -0.661  -0.121
H  -2.689  -4.400  0.698
H  -4.713  -5.189  1.862
H  -4.344  -2.307  -2.309
H  -4.973  -1.235  -4.440
H  -1.290  0.946  -4.444
H  -0.673  -0.106  -2.308
H  -1.059  -3.352  -2.804
H  0.674  -5.080  -3.048
H  1.258  -5.154  1.136
H  -0.639  -3.738  1.399
C  -5.462  0.269  3.039
C  -5.744  1.351  2.222
C  -4.721  2.007  1.556
C  -3.411  1.592  1.713
C  -3.130  0.505  2.525
C  -4.151  -0.152  3.188
Sb  -1.786  2.570  0.642
C  -2.993  3.797  -0.618
C  -3.054  3.523  -1.973
C  -3.923  4.240  -2.779
C  -4.730  5.221  -2.226
C  -4.665  5.489  -0.869
C  -3.798  4.777  -0.057
C  -0.986  3.737  2.245
C  -0.309  3.064  3.248
C  0.248  3.768  4.303
C  0.167  5.151  4.320
C  -0.490  5.820  3.300
C  -1.076  5.117  2.262
H  -6.260  -0.240  3.559
H  -6.763  1.684  2.090
H  -4.960  2.845  0.918
H  -2.105  0.162  2.642
H  -3.914  -1.000  3.814
H  -2.417  2.757  -2.400
H  -3.977  4.022  -3.835
H  -5.421  5.765  -2.852
H  -5.304  6.243  -0.435
H  -3.763  4.983  1.007
H  -0.231  1.984  3.203
H  0.757  3.239  5.097
H  0.602  5.714  5.132
H  -0.559  6.896  3.316
H  -1.593  5.641  1.471

molar mass = 1368.7 g/mol
HOMO energy (alpha / beta) = -8.53 / -8.53 eV
LUMO (alpha / beta) = -4.7 / -4.7 eV
charge = +1

Formula: C54H43AsN4O4PS2SeTl
Source: the OMol25 dataset
Level of theory: ωB97M-V/def2-TZVPD

CARTESIAN COORDINATES (ANGSTROEM)
Tl  12.602  14.902  16.143
N  12.636  18.848  18.343
C  12.002  19.790  17.536
C  11.202  20.799  18.050
C  10.514  21.696  17.235
C  10.635  21.575  15.868
C  11.500  20.604  15.290
C  12.089  19.641  16.115
S  13.211  18.464  15.389
N  13.405  17.428  16.593
C  13.314  17.697  17.851
C  13.950  16.863  18.862
C  14.320  17.363  20.130
C  14.481  16.430  21.163
C  14.546  15.088  20.867
C  14.308  14.675  19.572
N  14.051  15.524  18.538
H  12.106  18.640  19.190
H  11.349  21.032  19.083
H  9.918  22.461  17.780
H  10.120  22.148  15.118
H  11.714  20.679  14.233
H  14.385  18.443  20.372
H  14.534  16.796  22.189
H  14.742  14.317  21.629
H  14.489  13.666  19.301
O  13.611  13.359  11.487
S  14.223  14.122  12.511
O  13.692  13.972  13.842
O  16.750  13.621  14.730
O  15.244  15.116  12.233
Se  10.412  16.894  19.473
C  10.131  16.401  17.754
N  10.187  15.990  16.704
C  17.401  11.784  16.473
C  17.944  12.880  17.420
As  19.611  12.529  18.685
C  20.377  10.766  18.298
C  21.020  10.541  17.098
C  21.541  9.270  16.821
C  21.606  8.346  17.830
C  21.059  8.632  19.085
C  20.431  9.856  19.337
C  18.636  12.134  20.392
C  17.354  11.614  20.258
C  16.561  11.476  21.396
C  17.067  11.779  22.668
C  18.387  12.286  22.769
C  19.101  12.541  21.619
P  17.420  12.282  14.684
C  16.399  11.123  13.895
C  15.595  11.544  12.811
C  14.653  10.684  12.278
C  14.472  9.413  12.884
C  15.395  8.862  13.817
C  16.346  9.715  14.270
C  18.995  12.244  13.973
C  19.360  13.281  13.129
C  20.466  13.154  12.253
C  21.378  12.156  12.466
C  21.146  11.232  13.519
C  19.947  11.243  14.243
H  16.320  11.618  16.626
H  17.898  10.826  16.637
H  17.223  13.137  18.200
H  18.285  13.779  16.884
H  21.246  11.335  16.404
H  22.073  9.108  15.847
H  22.192  7.439  17.749
H  21.109  7.941  19.936
H  20.201  10.171  20.360
H  16.913  11.313  19.290
H  15.473  11.114  21.316
H  16.406  11.754  23.533
H  18.798  12.444  23.774
H  20.051  13.010  21.758
H  15.841  12.498  12.431
H  14.041  10.979  11.419
H  13.657  8.863  12.538
H  15.342  7.854  14.096
H  17.146  9.423  14.927
H  18.678  14.158  13.020
H  20.627  13.859  11.451
H  22.254  12.080  11.838
H  21.898  10.444  13.692
H  19.730  10.400  14.913
C  12.169  17.706  14.241
C  11.980  17.102  13.163
C  11.416  16.572  12.049
C  10.123  15.866  12.171
C  9.617  15.471  13.455
C  8.753  14.372  13.530
C  8.170  13.822  12.392
C  8.422  14.429  11.182
C  9.374  15.450  11.060
C  12.035  16.622  10.699
C  11.772  15.761  9.624
C  12.408  15.866  8.414
C  13.339  16.902  8.191
C  13.557  17.800  9.226
C  12.903  17.730  10.428
H  9.915  15.993  14.385
H  8.446  13.959  14.486
H  7.660  12.902  12.410
H  7.862  14.113  10.295
H  9.489  15.876  10.072
H  11.145  14.876  9.816
H  12.060  15.232  7.568
H  13.924  16.863  7.252
H  14.270  18.580  9.125
H  13.180  18.479  11.185

energy relative to the best compared isomer or geometry (same formula, charge and spin) = 5.372 eV
molar mass = 1265.3 g/mol
HOMO energy (alpha / beta) = -0.80 / 0.54 eV
LUMO (alpha / beta) = 3.5 / 3.5 eV
charge = -2

Formula: C13H23BiI2OP2
Source: the OMol25 dataset
Level of theory: ωB97M-V/def2-TZVPD

CARTESIAN COORDINATES (ANGSTROEM)
I  3.492  6.451  1.505
I  5.251  5.139  -0.068
Bi  0.718  0.288  -0.224
P  1.504  -0.664  2.225
C  2.758  0.265  3.174
C  0.209  -1.059  3.450
H  0.658  -1.687  4.237
H  2.534  -2.731  2.926
H  -0.624  -1.604  2.985
H  1.621  -2.972  1.404
H  2.340  1.209  3.548
H  -0.181  -0.132  3.894
C  2.290  -2.290  1.945
H  3.092  -0.341  4.031
H  3.213  -2.171  1.360
H  3.629  0.497  2.546
P  -0.761  1.575  -2.143
C  -0.261  3.253  -2.664
C  -0.625  0.587  -3.674
H  -2.987  0.736  -1.571
H  -3.024  1.967  -2.874
H  -2.798  2.464  -1.160
C  -2.567  1.693  -1.909
H  -0.929  -0.455  -3.506
H  -1.286  1.035  -4.436
H  -0.833  3.543  -3.560
H  0.811  3.284  -2.904
H  0.411  0.594  -4.041
H  -0.458  3.982  -1.866
C  1.468  2.626  0.585
O  2.155  3.535  0.697
C  -2.649  -3.505  -0.433
C  -2.982  -2.365  0.312
C  -2.091  -1.281  0.412
C  -0.854  -1.357  -0.251
C  -0.504  -2.492  -0.999
C  -1.408  -3.564  -1.085
H  -3.349  -4.347  -0.507
H  -3.947  -2.314  0.823
H  -2.366  -0.397  0.998
H  0.465  -2.547  -1.514
H  -1.135  -4.448  -1.668

energy relative to the best compared isomer or geometry (same formula, charge and spin) = 0.000 eV
molar mass = 720.1 g/mol
HOMO energy = -13.43 eV
LUMO = -8.6 eV
charge = +2

One value per record, in order, for total energy: -1363.6941; -250.6676; -875.4308; -4585.2450; -8550.7172; -2076.4914 hartree.